[1]
Here is a 2-piece molecular cluster, C3H3N3O overall in a non-equilibrium geometry from the Open Molecules 2025 dataset. Energies are from ωB97M-V/def2-TZVPD.

Structure (XYZ):
```
10
Properties=species:S:1:pos:R:3:forces:R:3
C 0.363154 -0.931513 0.755191 1.1 1.8 1.0
C -2.397088 0.529395 -0.362910 3.1 -1.0 0.7
H 2.123880 0.477654 1.480940 0.5 -0.4 1.8
H -0.208925 -1.513388 1.408409 0.0 -0.8 1.4
N -3.438888 0.928603 -0.597508 -2.4 0.9 -0.6
C 1.382280 0.025767 0.889356 -0.8 0.3 -2.9
N -0.186475 -0.789734 -0.436093 0.2 0.4 -1.9
O 1.538716 0.683920 -0.291783 -1.9 -2.3 0.6
N 0.587852 -0.038633 -1.132163 1.9 -0.9 2.5
H 0.235494 0.627929 -1.713438 -1.7 2.0 -2.5
```
Forces are in eV/Å.

Results
energy: -9670.4040 eV
relative energy (zero: lowest compared OMol25 entry of this formula, charge and spin): 680.25 kJ/mol
orbital gap (spin up / spin down): 6.196 / 6.197 eV

Here are the natural (NBO) charges for atoms 1 to 4, given in e: C -0.123; C -0.174; H 0.248; H 0.264

---

[2]
Here is a 9-piece molecular cluster, C54H135N9O18 overall in a non-equilibrium geometry from the Open Molecules 2025 dataset. Energies are from ωB97M-V/def2-TZVPD.

Structure (XYZ):
```
216
Properties=species:S:1:pos:R:3:forces:R:3
H -0.090904 8.404528 -2.031425 0.4 -0.1 -0.3
O -0.519034 -1.811952 -2.901325 -0.4 -0.2 -0.7
O 4.494206 4.582208 6.764435 0.8 -0.7 0.9
H -6.884914 -0.426032 -3.458515 0.0 0.0 0.4
H -1.203264 1.835218 0.153205 -0.3 0.4 -0.3
H 1.876506 -0.890762 -3.582995 -0.2 -0.4 0.6
C 5.990226 -6.313492 -2.584525 -0.5 -1.2 1.2
N -0.251414 6.412438 2.358775 1.4 -0.2 -0.4
H 1.375706 -1.791932 -0.727665 -0.2 -0.3 0.2
O -3.072944 0.490988 -2.345565 -0.6 -1.7 0.4
C 5.126086 1.695068 1.293325 -0.1 -0.6 -0.4
O 6.524676 -2.557722 -1.440585 -0.3 -0.6 -0.1
C 0.627586 7.486268 1.816355 -2.2 0.5 0.2
C 3.841996 3.441848 7.384595 0.1 1.2 -0.5
O 2.493966 -0.958052 0.846035 -0.4 -0.2 -0.2
H -6.760214 -3.891952 -3.681485 0.1 -0.2 -0.1
H -1.752174 8.095238 -1.842295 -0.2 -0.4 -0.1
C 3.317106 1.380848 2.944825 0.6 1.4 -0.2
C 0.628566 7.675268 0.315125 0.3 -0.3 0.4
C -7.999264 1.914078 -0.342195 0.4 0.9 -0.1
C -8.810654 3.892258 -2.481795 -0.1 -0.6 2.1
C 1.058856 -0.649672 -4.262295 -2.1 0.3 -0.8
H -3.340594 3.227798 0.860835 -0.1 -0.2 0.2
H 0.871746 4.930478 1.298685 0.2 -0.1 -0.2
C -6.688444 3.314998 1.060455 1.1 0.6 -0.5
H -8.535874 0.604388 -1.700075 0.2 -0.3 -1.2
H -6.862384 -4.543122 -1.443725 0.1 0.0 0.5
H 3.268966 -4.585242 -3.662275 -0.3 -0.3 -0.3
H 4.502896 1.917008 0.427025 0.0 -0.3 -0.4
H -0.184774 3.909058 -1.092465 -0.2 0.0 -0.3
H 4.185716 -1.734202 -0.013605 -0.1 -0.3 -0.6
H 4.989296 -0.901192 -2.842895 -0.4 -0.5 -0.6
C -2.457364 1.577518 -1.682355 0.5 0.2 -0.5
C -4.112324 0.822628 -3.248555 0.6 0.9 0.3
O -7.838014 3.834748 -4.577875 0.6 0.6 0.1
H 1.163146 5.006108 3.052835 0.3 0.3 0.0
C 1.444396 -5.118632 -1.324395 -0.3 0.2 0.1
C -0.107664 -1.736862 -4.278545 0.7 2.1 0.4
H -5.161934 -4.137942 -1.781665 0.1 -0.1 0.3
H 7.697456 -0.855072 -1.588705 0.4 -0.2 0.0
O -7.809054 -2.280192 -2.973455 1.7 0.2 0.6
H 0.079496 0.661338 -3.061065 -0.2 0.2 0.4
H -4.725794 -1.543762 -1.540675 -0.1 0.3 -0.1
H 3.323586 3.768128 8.286205 -0.1 0.1 0.2
H 7.764936 -6.777662 -3.798775 0.1 0.3 -0.2
H 1.081806 -0.610112 2.996915 0.1 0.3 0.6
H 5.877856 -5.282832 -5.222835 -0.3 0.0 0.3
H 5.431636 -6.263332 0.137495 0.6 -0.1 -0.3
C -7.582374 4.193908 -3.207675 0.0 0.6 -1.1
H -8.953364 2.285138 0.032125 -0.1 0.4 0.2
H -7.529104 5.278708 -3.115645 0.9 0.2 -0.2
H 7.050566 -6.278572 -6.050255 0.1 0.4 -0.5
O -1.516804 3.871968 1.432825 -1.2 0.5 0.1
H 2.482386 1.364408 -4.568225 -0.3 0.2 -0.5
H 6.203236 5.728908 6.939185 -0.4 0.2 0.3
O 4.480246 -3.246152 -4.423875 2.1 0.9 -0.2
H 3.031516 -2.981872 0.609485 -0.2 0.0 -0.3
H -4.435174 -0.035822 -3.837565 0.3 -0.1 0.2
H 2.164606 -1.316432 5.082485 0.2 0.3 0.1
O 6.001936 -7.372722 -4.763555 -0.6 0.2 -0.1
C -0.776214 7.695628 -1.566755 -0.4 1.3 -1.1
H 6.033696 2.294468 1.222175 0.0 -0.1 0.0
H 2.290176 2.047118 6.775845 0.2 -0.3 0.3
H 1.308106 4.642178 -1.633685 0.0 0.4 -0.6
H 4.222676 -2.301642 -6.248835 0.4 -0.1 -0.4
H 4.181846 -7.431592 0.152395 -0.1 -0.3 -0.4
C -4.954064 -0.867432 0.562485 1.3 0.9 -2.4
H 1.760476 -2.961852 4.955045 0.0 -0.5 0.4
H 1.704906 -4.300942 -1.996425 0.1 0.0 -0.3
H 0.905156 3.211098 -5.005245 -1.0 -0.1 0.1
H 0.554866 -5.631542 -1.690125 0.1 0.0 0.0
H 5.364226 0.635468 1.386195 0.3 -0.3 -0.6
H -2.667914 -1.837292 -3.265415 0.5 0.5 -0.6
H -5.977244 4.134828 0.959635 0.2 0.0 -0.1
H -3.639954 -3.389882 9.535745 0.2 -0.2 0.1
H 2.146996 1.452188 -2.900885 0.1 0.0 0.4
C -1.549294 1.067048 -0.538365 -0.6 0.2 -0.8
H -0.975414 -1.410492 -4.851775 0.1 0.9 -0.1
H -2.153994 -2.360572 -1.728335 0.5 0.0 0.2
H 4.098846 -7.116882 -2.273365 0.0 -0.5 -0.8
H 2.322356 3.124208 3.796975 0.0 0.3 -0.1
C 0.472696 0.046888 0.062905 0.6 -0.5 -1.3
C 3.450816 -1.985762 0.751075 0.8 0.3 0.0
H 6.142016 -0.579842 -0.865425 -0.2 -0.2 0.6
N 6.791576 -1.503142 -3.989675 -2.0 -0.3 -0.6
H -7.027824 5.665718 -5.076995 0.1 0.1 -0.2
H 4.032556 -4.600962 -0.943895 -0.3 0.2 -0.3
H -7.470964 4.611438 -6.469555 -0.6 0.2 0.2
O -6.938324 2.860578 -0.264635 -0.6 0.3 1.5
H 0.810226 -2.316082 2.831275 0.0 -0.2 -0.4
O -0.697214 7.827648 -0.193685 1.0 -0.9 1.6
C -3.327654 -2.992222 8.570115 -0.6 0.0 0.5
H -8.665714 4.217448 -1.451575 -0.2 0.2 0.1
H 2.484626 -3.129702 -4.303555 -0.6 -0.2 -0.2
H -1.238584 -3.086352 10.256855 0.2 0.3 0.1
C -6.572594 -3.075072 -2.984625 -0.5 -0.5 0.7
C 6.055636 -1.476972 -5.276335 0.6 -0.9 -0.3
H -8.619324 -0.567232 -3.831415 0.0 -0.2 0.0
N -6.154304 -2.781352 -0.476055 0.5 0.1 -0.8
H 6.446326 -2.859172 0.599675 0.2 0.5 0.3
H -7.363354 -1.455452 -4.776895 -0.3 0.3 -0.4
O 2.473046 -6.052192 -1.171595 0.3 0.6 -0.4
H -9.600134 4.493158 -2.933165 -0.4 -0.5 0.1
C 1.685396 1.627288 -3.872665 -1.5 -0.3 1.1
H -1.068344 6.322548 1.771705 -0.3 0.4 -0.2
H 1.209226 6.849028 -0.095055 -0.4 -0.3 -0.8
C 0.400726 -1.412002 3.281885 -0.1 -0.8 -1.0
O -3.821654 -1.006992 1.438875 -0.8 -0.4 0.6
H -0.579474 -1.228642 2.841795 0.1 0.0 0.1
H -6.905304 -2.143762 -0.698715 -0.6 0.0 0.2
H -1.029724 -1.646992 9.110945 -0.1 0.3 0.7
C -7.671054 -1.103282 -3.792315 0.2 -1.0 -0.2
H -3.234204 2.287478 -1.398485 0.0 0.2 0.5
H 2.137326 3.540858 5.975965 0.0 0.8 0.4
H -1.851814 2.029598 -2.467865 0.4 0.6 0.3
H 8.119046 -2.875522 -0.138135 0.0 0.1 0.2
C -0.614144 4.022038 2.539225 -0.7 -0.8 -0.8
H -6.734474 3.645878 -2.796795 0.3 0.4 -0.1
H 2.282776 -1.981682 7.199475 0.0 0.1 0.5
H 6.945096 -4.201152 -0.336665 0.2 0.0 -0.3
N -9.069514 2.450508 -2.489845 -1.1 0.9 -0.8
C 0.383626 -3.180822 8.790095 1.2 -1.1 0.4
H 2.223546 -0.356722 -1.160895 0.3 0.3 0.1
H -0.152424 -0.468662 0.791965 0.3 0.0 0.5
C -7.070714 4.644718 -5.456245 0.1 -0.6 -0.5
C 4.628536 -2.095722 -5.258395 -0.4 0.7 0.5
H 1.564386 -0.572462 -5.224885 -0.3 -0.2 -0.3
H 1.223916 8.578068 0.178675 0.0 0.3 -0.5
C -1.835534 -2.337602 -2.770525 0.5 -1.2 0.1
O -1.945614 -3.261142 8.318005 -0.1 -0.2 -0.4
H -3.969244 -3.448222 7.816105 0.6 -0.2 -0.1
C 6.066306 -0.775982 -2.954565 0.7 0.4 0.6
H 5.477316 -5.484862 -3.072795 0.3 0.2 -0.2
H -4.767574 0.025448 -0.034245 0.5 0.5 0.2
H 2.611576 1.399368 2.114175 -0.4 -0.6 0.2
C 2.754516 2.185568 4.143825 0.5 -1.1 -0.2
C -4.943924 -1.957912 -0.556305 -0.3 -0.5 2.1
N 0.595876 -3.165722 7.339935 -1.5 2.5 2.8
H -0.228274 3.003298 2.576395 0.9 0.1 0.7
H 1.233166 -4.644452 -0.365935 -0.3 0.0 0.3
C -1.031174 -2.728282 9.248455 -0.1 0.0 -1.6
H 5.685156 4.903328 8.469535 -0.1 0.3 0.0
H 4.311706 3.082468 4.915415 0.5 0.2 0.6
H 6.534926 4.064468 7.185295 -0.3 -0.5 -0.2
H 4.620476 2.730318 7.659915 -0.1 -0.3 0.0
C 0.693366 3.745958 -1.717265 -0.3 0.1 -0.2
H 6.607466 -2.452692 -3.698855 0.7 -0.7 0.2
H 1.183086 -2.643852 9.300595 -0.1 0.5 -0.3
N -0.376054 0.378048 -1.094325 -0.2 0.0 1.0
C 1.253296 -1.979742 6.841335 0.9 -1.3 -1.2
C 6.779836 -7.189742 -3.579985 -0.9 0.6 -0.1
H -3.404904 -1.585182 3.433995 0.6 0.2 -0.5
C 6.028586 -6.264702 -5.671495 1.3 -0.5 0.3
C 3.245826 -3.885362 -4.497575 0.3 0.5 0.4
H 3.564776 0.380328 3.299385 0.1 -0.3 -0.3
H -7.498094 3.779658 1.623175 -0.7 -0.5 -0.3
C 0.414076 5.121158 2.269405 -1.0 -0.9 0.6
H 6.941746 -8.182852 -3.160915 -0.2 0.1 0.1
H -5.921004 -0.589162 0.981635 0.0 -0.9 0.8
H -3.751944 1.618538 -3.900275 0.0 0.0 -0.5
C 4.601136 -6.635262 -0.462545 1.0 0.0 -0.9
H -6.182834 2.545408 1.643715 -0.2 -0.3 0.2
H 0.761076 -1.063922 7.168605 -0.4 0.0 0.3
C 1.689846 -0.825262 -0.334015 -0.7 0.4 0.5
O 0.245816 3.450058 -3.062265 0.0 0.1 1.4
O 4.481456 2.068768 2.438305 -1.0 1.2 3.0
H 6.594046 -5.941832 -1.756655 0.6 0.3 -0.5
H 3.994706 -1.292502 -4.882645 -0.5 0.0 0.3
C -8.122094 1.607918 -1.799155 -0.6 -0.4 0.6
H -0.619234 6.709208 -2.003145 0.0 -0.3 0.4
C 1.382296 -2.023032 5.359655 -0.1 1.0 -2.5
H 1.280346 3.002488 -1.178015 0.0 -0.8 -0.6
H -4.118384 -2.612022 -0.275715 0.2 0.0 -0.2
C 3.600266 -5.498652 -0.501875 -0.2 -1.7 0.1
H 3.306356 -5.339862 0.535665 0.0 0.6 0.3
H 2.058186 3.779378 -3.999045 0.6 0.0 0.7
H 6.223106 0.292578 -3.101805 0.1 0.2 0.1
N 0.467426 0.723668 -3.991505 2.6 -1.0 -0.9
C 2.892266 2.856938 6.363795 0.9 0.0 -0.1
C -2.889674 3.580228 1.788495 0.7 0.5 -0.6
H 0.116776 -2.648622 -4.832105 0.6 -0.7 0.9
H -0.284124 -3.396032 6.901025 -0.4 -0.8 -0.9
C 7.063876 -3.120382 -0.259685 -0.5 -0.1 -0.4
H 6.676296 -2.014772 -5.993025 0.1 -0.2 0.0
H -3.434634 4.464748 2.118275 0.2 0.4 -0.1
H 4.070026 -2.031312 1.646955 -0.4 0.2 0.4
H -4.698894 -0.441332 3.184285 -0.5 -0.2 0.3
H -1.213184 4.204708 3.431345 0.3 0.3 0.3
N 5.010116 -7.170542 -1.841165 -0.7 0.9 1.8
H -5.691994 -2.552992 -3.358885 -0.3 0.7 -0.1
H 0.864096 0.987448 0.450525 -0.1 0.0 0.3
H -2.096374 0.326278 0.044795 -0.5 0.1 0.3
H -3.603604 -1.937832 8.584825 0.5 0.3 -0.1
H 0.144116 8.403088 2.153665 0.5 0.2 0.6
C -6.152014 -3.728052 -1.582065 -1.5 0.7 -1.9
H 0.584986 -4.187912 9.155235 -0.4 -0.5 -0.2
C 1.230026 3.071118 -3.974245 1.1 0.1 -1.2
C 6.656686 -1.177672 -1.617635 0.3 1.0 0.0
H -1.720534 -3.359132 -3.132935 -0.8 -0.3 0.0
N 3.695476 2.356748 5.252605 -0.5 -0.1 -1.1
H 1.655596 7.399118 2.168065 -0.2 0.0 0.2
H -0.825354 -0.484762 -1.365955 0.7 -0.4 -0.7
C 5.783476 4.827948 7.386595 -0.6 0.1 -0.6
H -7.796624 1.013008 0.236695 0.4 -0.1 0.1
H -4.980184 1.246388 -2.743245 -0.2 -0.1 0.4
H -8.993724 2.360238 -3.492945 -0.2 -1.4 -0.3
H 6.042866 -0.461452 -5.672135 -0.4 0.1 0.1
H -7.107424 1.655748 -2.194455 0.1 -0.5 -0.2
H 5.346356 -6.391952 -6.512015 -0.1 -0.4 0.3
H 3.144656 -4.362812 -5.472205 -0.4 -0.2 0.0
O 0.199066 -1.665262 4.644005 0.1 0.2 2.1
H 1.966216 1.657248 4.680065 -0.6 -0.5 -0.9
H -4.855604 -2.224092 2.797835 -0.5 0.2 -0.1
C -4.229464 -1.332392 2.767445 0.1 0.1 -0.1
H -3.019764 2.865788 2.601365 0.4 -0.5 -0.1
H -6.074754 4.235568 -5.625795 0.4 0.1 0.6
```
Forces are in eV/Å.

Results
energy: -108428.8853 eV
relative energy (zero: lowest compared OMol25 entry of this formula, charge and spin): 141.88 kJ/mol
total charge: +1
orbital gap (spin up / spin down): 7.451 / 2.192 eV
multiplicity: 2

Here are the Mulliken charges for atoms 1 to 4, given in e: H 0.369; O 0.408; O -0.316; H 0.026